The following is a DFT calculation (ωB97M-V/def2-TZVPD) of a 5-piece molecular cluster, C8H24IO8 overall at a distorted geometry.

As for the charge: -1. As for the energy above the lowest of the compared OMol25 structures with the same formula, charge and spin: 94.2 kJ/mol. Its max |F| is 2.01 eV/Å. As for the HOMO-LUMO gap: 8.3 eV. Its spin multiplicity is 1. As for the LUMO energy: 2.89 eV.

CARTESIAN COORDINATES (ANGSTROEM)
I -0.789847 -0.582874 -0.895161
C -2.727813 -4.427158 0.046239
C -1.449200 -4.642530 0.827131
O -0.941099 -3.467278 1.422069
O -2.536751 -3.972488 -1.279017
H -3.331091 -3.679154 0.588473
H -3.414752 -5.274306 0.010760
H -0.690672 -5.116298 0.192156
H -1.652360 -5.334478 1.654517
H -1.230405 -2.684722 0.929577
H -2.180492 -3.073327 -1.317571
C -2.122375 2.343884 1.833801
C -3.053659 3.432931 1.327261
O -3.919673 3.863385 2.385823
O -2.722014 1.071811 1.567529
H -2.117943 2.442709 2.922904
H -1.113760 2.384602 1.434471
H -3.688496 3.086846 0.512330
H -2.445547 4.273127 0.964839
H -4.508924 4.530077 2.026290
H -2.116010 0.589278 0.973440
C 1.577135 1.200164 1.934012
C 2.643011 0.398786 2.678703
O 3.130778 1.067413 3.837141
O 1.969998 1.439060 0.561667
H 1.389481 2.190105 2.359127
H 0.627276 0.659127 1.957652
H 3.511573 0.229779 2.029854
H 2.304561 -0.608572 2.914941
H 3.526495 1.912943 3.626105
H 1.253463 1.030826 0.047644
C 2.684879 1.184719 -4.440979
C 2.772474 0.067934 -3.397418
O 1.657271 -0.788910 -3.491588
O 2.953128 0.739491 -5.746093
H 3.434016 1.932282 -4.126743
H 1.711949 1.660111 -4.350549
H 2.928951 0.443066 -2.377990
H 3.720228 -0.470564 -3.554297
H 1.072989 -0.585878 -2.740656
H 3.883215 0.534085 -5.848385

Atomic forces in eV per Å
I 0.0289 0.0653 0.0901
C -0.6349 1.2315 0.1194
C -0.1220 -0.4807 0.2637
O -0.0760 0.1129 0.0955
O -0.0182 -0.4509 -0.4128
H 0.2132 0.0265 0.1497
H 0.5294 -0.4356 -0.1987
H -0.0666 0.0862 -0.1147
H -0.0174 0.0027 -0.0643
H 0.2715 -0.0182 -0.1456
H 0.0629 0.0222 0.3067
C -1.5279 -0.8083 0.2917
C 0.2734 0.6395 -0.1727
O 0.2496 -0.0226 0.1886
O 0.6533 -0.0149 -0.0605
H 0.4050 0.2057 0.0318
H 0.0625 0.2361 -0.1628
H 0.3231 -0.3268 -0.1964
H -0.1188 0.1103 0.0542
H -0.0482 -0.0021 -0.0083
H -0.3502 -0.0177 0.0364
C -0.0016 0.0639 -0.8975
C 0.9820 0.6746 -0.5868
O -0.3944 -0.6631 1.0201
O -0.5903 -0.4449 0.5384
H 0.2631 -0.1564 0.4961
H 0.0051 0.0214 -0.0940
H -0.3114 0.1371 -0.3873
H -0.1918 0.2200 0.6249
H -0.0564 0.0371 -0.4667
H 0.2226 0.0111 -0.3098
C 1.2055 0.0967 1.6040
C 0.1518 0.0095 -0.1666
O 0.3311 -0.0275 0.2736
O -0.6869 0.0886 -0.6541
H -0.1110 0.1156 -0.1964
H -0.1721 -0.1272 -0.5414
H -0.4792 0.3935 -0.0721
H -0.2506 -0.3307 -0.3790
H -0.0993 -0.2567 -0.1596
H 0.0908 -0.0238 0.2633

And the Mulliken charges, in e, turn out to be: -0.356 -0.534 -0.204 -0.456 -0.499 0.320 0.341 0.205 0.270 0.184 0.186 0.080 -0.482 -0.527 -0.507 0.237 0.087 0.287 0.310 0.285 0.095 0.170 -0.510 -0.569 -0.525 0.253 0.056 0.258 0.300 0.302 0.135 -0.354 -0.167 -0.457 -0.504 0.260 0.255 0.167 0.250 0.055 0.302